No. 1
Density functional theory data (ωB97M-V/def2-TZVPD) for a molecular structure, C47H48AgN10O3Te.

Geometry as ORCA input:
```
! wB97M-V def2-TZVPD RIJCOSX def2/J DEFGRID3
* xyz 0 2
Ag 1.39 0.69 -0.01
C -0.95 5.69 2.51
N -0.73 4.49 1.71
C 0.42 3.86 1.44
N 0.19 2.82 0.66
C -1.15 2.87 0.46
N -1.75 3.86 1.09
C 0.00 5.73 3.70
C 0.92 6.76 3.83
C 1.90 6.70 4.81
C 2.01 5.58 5.62
C 1.07 4.56 5.52
C 0.04 4.67 4.59
C 1.26 3.26 6.16
N 0.39 2.33 6.30
N 1.07 1.15 6.52
C 2.32 1.45 6.51
O 2.52 2.79 6.35
C 3.46 0.55 6.34
C 4.75 0.90 6.70
C 5.81 0.09 6.34
C 5.59 -1.04 5.55
C 4.30 -1.39 5.17
C 4.08 -2.53 4.21
N 3.48 -2.09 2.96
C 3.31 -0.85 2.46
N 2.76 -0.91 1.27
C 2.60 -2.24 1.07
N 3.01 -2.99 2.07
C 3.23 -0.62 5.61
H -1.99 5.68 2.81
H -0.77 6.57 1.89
H 1.38 4.17 1.82
H -1.69 2.15 -0.14
H 0.89 7.59 3.14
H 2.62 7.50 4.90
H 2.82 5.50 6.34
H -0.68 3.86 4.51
H 4.92 1.81 7.27
H 6.82 0.35 6.63
H 6.43 -1.63 5.21
H 3.43 -3.30 4.63
H 5.03 -3.00 3.98
H 3.62 0.05 2.97
H 2.17 -2.65 0.17
H 2.21 -0.86 5.32
C -1.98 -1.02 3.06
C -0.92 -0.04 2.61
N -0.85 1.12 3.30
O -0.21 -0.28 1.65
H -2.31 -0.82 4.08
H -1.60 -2.03 2.99
H -2.83 -0.93 2.39
H -1.24 1.21 4.22
H -0.09 1.74 3.06
C -7.30 0.70 -4.92
C -5.90 0.35 -4.46
C -5.69 -0.38 -3.30
C -4.41 -0.70 -2.85
C -4.27 -1.52 -1.59
C -3.29 -0.28 -3.60
Te -1.28 -0.33 -2.53
N 0.78 0.06 -2.07
C 1.99 0.00 -2.59
O 2.99 0.27 -1.88
C 2.23 -0.43 -4.02
C 1.64 0.24 -5.08
C 1.90 -0.16 -6.39
C 2.75 -1.24 -6.63
C 3.35 -1.90 -5.57
C 3.10 -1.48 -4.26
C -1.10 -2.47 -2.66
C -1.00 -3.23 -1.49
C -1.01 -2.64 -0.10
C -0.89 -4.62 -1.59
C -0.90 -5.27 -2.81
C -0.80 -6.77 -2.90
C -1.00 -4.50 -3.96
C -1.10 -3.11 -3.91
C -1.24 -2.37 -5.21
C -3.49 0.47 -4.77
C -2.35 0.99 -5.61
C -4.79 0.76 -5.18
H -8.04 0.40 -4.18
H -7.53 0.20 -5.86
H -7.39 1.78 -5.09
H -6.55 -0.70 -2.71
H -5.26 -1.80 -1.21
H -3.76 -0.96 -0.81
H -3.70 -2.43 -1.77
H 0.98 1.08 -4.89
H 1.45 0.37 -7.22
H 2.94 -1.56 -7.65
H 4.02 -2.73 -5.75
H 3.58 -1.97 -3.42
H -0.82 -1.57 -0.10
H -0.25 -3.11 0.52
H -1.98 -2.83 0.37
H -0.81 -5.20 -0.68
H -0.58 -7.21 -1.93
H -0.01 -7.07 -3.60
H -1.73 -7.20 -3.27
H -1.01 -4.99 -4.93
H -1.07 -3.04 -6.06
H -0.51 -1.56 -5.27
H -2.24 -1.94 -5.30
H -1.40 0.84 -5.12
H -2.48 2.06 -5.81
H -2.32 0.48 -6.58
H -4.94 1.34 -6.09
*
```

## Properties
- HOMO level (alpha / beta) (eV) = -6.02 / -7.04
- molecular weight (g/mol) = 1036.44
- Kohn-Sham gap (alpha / beta) (eV) = 5.53 / 6.55
- E_LUMO (alpha / beta) (Eh) = -0.0179 / -0.0179
- energy relative to the best compared isomer or geometry (same formula, charge and spin) (kJ/mol) = 106.72
- energy (eV) = -81852.43484

=====

No. 2
Density functional theory data (ωB97M-V/def2-TZVPD) for C3H5IO3P2S in the gas phase.

Geometry as ORCA input:
```
! wB97M-V def2-TZVPD RIJCOSX def2/J DEFGRID3
* xyz 0 1
O 1.14 -2.21 -1.74
C 0.15 -1.68 -1.33
I -1.31 -0.81 -2.71
C -0.17 -1.61 0.20
P 0.03 0.12 0.94
P 1.43 1.38 -0.24
S 0.68 3.12 -0.68
C -1.64 1.06 0.96
O -2.15 1.49 -0.07
O -2.17 1.16 2.12
H 0.50 -2.29 0.79
H -1.26 -1.91 0.32
H 0.49 -0.04 2.29
H 2.57 1.56 0.60
H 1.72 0.67 -1.44
*
```

## Properties
- HOMO level (eV) = -9.27
- molecular weight (g/mol) = 309.99
- Kohn-Sham gap (eV) = 8.41
- E_LUMO (Eh) = -0.0316
- energy (eV) = -46845.53079

=====

No. 3
Density functional theory data (ωB97M-V/def2-TZVPD) for 2 unconnected molecules or ions with the total composition C22H39N4O5.

Geometry as ORCA input:
```
! wB97M-V def2-TZVPD RIJCOSX def2/J DEFGRID3
* xyz 1 1
C -2.14 -2.20 2.24
C -2.45 -2.91 0.92
C -2.16 -2.13 -0.37
N -2.77 -0.75 -0.31
C -1.87 0.44 -0.50
N -1.21 0.82 0.73
C -0.91 0.11 -1.65
C 0.01 1.35 -1.88
C 1.36 1.28 -1.16
C 1.95 2.69 -0.98
C 1.40 3.43 0.26
C 2.50 4.13 1.09
O 2.47 3.75 2.47
C 1.37 4.18 3.15
C 0.51 3.08 3.71
O 1.11 5.33 3.28
C -1.65 -0.18 -2.94
C -1.20 -1.17 -3.83
C -1.91 -1.37 -5.01
N -2.98 -0.67 -5.39
C -3.40 0.28 -4.56
C -2.78 0.55 -3.34
O -0.08 -0.97 -1.25
C -0.71 -2.20 -0.95
N 0.18 -3.10 -0.22
C 1.12 -3.72 -1.17
C 0.80 -2.59 0.94
C 1.72 -3.53 1.66
O 0.54 -1.50 1.38
H -1.44 -2.79 2.83
H -1.67 -1.23 2.13
H -3.02 -2.09 2.87
H -2.01 -3.89 0.84
H -3.53 -3.08 0.89
H -2.77 -2.64 -1.11
H -3.46 -0.67 -1.07
H -3.31 -0.61 0.55
H -2.51 1.25 -0.84
H -1.89 0.77 1.49
H -1.02 1.82 0.66
H 0.15 1.48 -2.95
H -0.55 2.22 -1.54
H 2.05 0.71 -1.77
H 1.26 0.83 -0.18
H 1.71 3.27 -1.87
H 3.03 2.59 -0.93
H 0.65 4.15 -0.05
H 0.96 2.69 0.92
H 3.46 3.82 0.72
H 2.38 5.21 1.03
H 0.97 2.11 3.57
H -0.45 3.09 3.21
H 0.36 3.24 4.77
H -0.32 -1.75 -3.60
H -1.57 -2.14 -5.69
H -4.26 0.86 -4.85
H -3.17 1.35 -2.73
H -0.84 -2.71 -1.90
H 0.59 -4.37 -1.86
H 1.64 -2.97 -1.77
H 1.86 -4.32 -0.68
H 1.28 -4.52 1.73
H 2.66 -3.65 1.12
H 1.91 -3.14 2.65
C 3.87 0.74 2.96
O 3.30 -0.57 3.06
H 4.44 0.92 3.87
H 4.55 0.81 2.10
H 3.09 1.49 2.87
H 2.78 -0.71 2.26
*
```

## Properties
- HOMO level (eV) = -12.05
- molecular weight (g/mol) = 439.58
- Kohn-Sham gap (eV) = 8.92
- E_LUMO (Eh) = -0.1148
- energy (eV) = -39637.01979

=====

No. 4
Density functional theory data (ωB97M-V/def2-TZVPD) for 2 unconnected molecules or ions with the total composition C6H12O.

Geometry as ORCA input:
```
! wB97M-V def2-TZVPD RIJCOSX def2/J DEFGRID3
* xyz 0 1
C 1.32 1.96 0.19
C 1.14 0.88 0.95
O 1.38 -0.42 0.64
C 2.06 -0.64 -0.58
H 1.07 2.93 0.59
H 1.67 1.92 -0.84
H 0.75 0.95 1.96
H 3.05 -0.18 -0.56
H 1.49 -0.25 -1.44
H 2.16 -1.73 -0.69
C -1.97 0.77 -0.11
C -1.95 -0.43 0.47
C -1.58 -1.71 -0.22
H -1.69 0.91 -1.15
H -2.23 1.67 0.44
H -2.22 -0.51 1.52
H -2.43 -2.39 -0.27
H -1.23 -1.52 -1.24
H -0.78 -2.22 0.33
*
```

## Properties
- HOMO level (eV) = -8.79
- molecular weight (g/mol) = 100.16
- SMILES = C=COC.C=CC
- Kohn-Sham gap (eV) = 9.82
- E_LUMO (Eh) = 0.0379
- energy relative to the best compared isomer or geometry (same formula, charge and spin) (kJ/mol) = 212.06
- energy (eV) = -8462.15611

=====

No. 5
Density functional theory data (ωB97M-V/def2-TZVPD) for a molecular structure, C10H14O3Si.

Geometry as ORCA input:
```
! wB97M-V def2-TZVPD RIJCOSX def2/J DEFGRID3
* xyz 0 1
C 0.68 -0.09 -2.58
C 1.08 -0.56 -1.44
C -0.69 -0.10 -2.89
C 0.17 -1.08 -0.43
C -1.61 -0.54 -1.95
C -1.23 -1.29 -0.81
C -1.49 2.11 0.03
C -0.17 1.98 0.04
C 2.96 -0.27 1.47
C -1.40 -0.56 2.64
O -2.02 -2.01 -0.23
O 1.98 0.66 1.01
O -0.17 0.04 2.29
Si 0.42 0.40 0.79
H 1.34 0.18 -3.41
H 2.21 -0.58 -1.22
H -1.07 0.43 -3.75
H 0.66 -1.97 0.05
H -2.67 -0.39 -2.24
H -1.83 3.06 -0.31
H -2.16 1.42 0.40
H 0.45 2.81 -0.60
H 2.99 -1.09 0.69
H 2.60 -0.76 2.45
H 3.94 0.32 1.57
H -1.42 -0.55 3.79
H -1.32 -1.62 2.41
H -2.23 0.06 2.24
*
```

## Properties
- HOMO level (eV) = -8.66
- molecular weight (g/mol) = 210.31
- Kohn-Sham gap (eV) = 8.76
- E_LUMO (Eh) = 0.0036
- energy relative to the best compared isomer or geometry (same formula, charge and spin) (kJ/mol) = 51.67
- energy (eV) = -24616.52449

=====

No. 6
Density functional theory data (ωB97M-V/def2-TZVPD) for 2 unconnected molecules or ions with the total composition C4H7Cl3NO.

Geometry as ORCA input:
```
! wB97M-V def2-TZVPD RIJCOSX def2/J DEFGRID3
* xyz 1 1
C 1.87 -1.01 -0.23
C 1.99 0.20 0.64
C -0.11 0.59 -0.65
C -2.50 -0.33 -0.04
N 0.66 -0.20 0.24
O -0.29 1.81 -0.15
Cl -3.36 -1.15 -1.30
Cl -2.27 -1.34 1.34
Cl -3.05 1.33 0.39
H 2.12 -1.13 -1.36
H 1.83 -1.98 0.25
H 2.30 0.17 1.68
H 2.30 1.13 0.18
H -0.40 0.39 -1.68
H 0.10 -0.68 0.96
H -1.18 2.19 -0.28
*
```

## Properties
- HOMO level (alpha / beta) (eV) = -12.71 / -12.66
- molecular weight (g/mol) = 191.47
- Kohn-Sham gap (alpha / beta) (eV) = 8.47 / 7.89
- E_LUMO (alpha / beta) (Eh) = -0.1556 / -0.1753
- energy relative to the best compared isomer or geometry (same formula, charge and spin) (kJ/mol) = 282.25
- energy (eV) = -45354.96712

=====

No. 7
Density functional theory data (ωB97M-V/def2-TZVPD) for 3 unconnected molecules or ions with the total composition C2N3O6S.

Geometry as ORCA input:
```
! wB97M-V def2-TZVPD RIJCOSX def2/J DEFGRID3
* xyz -1 1
C -0.25 -1.06 -1.64
C 2.57 0.66 0.76
N -0.11 -1.35 -2.73
N -2.28 0.19 -0.41
N -2.64 1.02 0.15
O 2.28 0.59 1.86
O 3.07 0.86 -0.26
O -3.02 1.93 0.79
O 0.04 0.71 0.20
O 1.34 -1.38 0.32
O -1.05 -1.37 0.85
S 0.04 -0.80 0.12
*
```

## Properties
- HOMO level (eV) = -6.47
- molecular weight (g/mol) = 194.10
- Kohn-Sham gap (eV) = 10.14
- E_LUMO (Eh) = 0.1351
- energy relative to the best compared isomer or geometry (same formula, charge and spin) (kJ/mol) = 0.00
- energy (eV) = -29664.17443

=====

No. 8
Density functional theory data (ωB97M-V/def2-TZVPD) for a molecular structure, C35H37BrCrP2.

Geometry as ORCA input:
```
! wB97M-V def2-TZVPD RIJCOSX def2/J DEFGRID3
* xyz 0 5
Cr -0.79 1.69 1.05
C 1.66 2.64 5.31
C 2.37 1.88 4.44
C 2.39 0.41 4.44
C 1.15 -0.51 3.97
C -0.25 -0.30 4.51
C -0.56 0.31 5.70
C 0.44 0.72 6.65
C 1.19 2.06 6.62
C -0.37 3.48 0.32
H 1.43 3.70 5.12
H 2.86 2.27 3.60
H 2.71 0.02 5.41
H 3.22 0.07 3.75
H 1.26 -0.68 2.87
H 1.34 -1.55 4.29
H -0.96 -0.51 3.71
H -1.58 0.55 6.00
H 1.21 -0.13 6.71
H -0.08 0.75 7.66
H 0.58 2.83 7.14
H 2.14 1.96 7.19
H 0.09 4.34 0.89
H -1.48 3.43 0.49
H 0.08 3.09 -0.60
P 0.68 0.12 -2.64
P -1.67 -0.61 -1.77
C 0.73 -1.61 -2.21
C -0.49 -1.98 -1.67
C 1.61 0.05 -4.29
C 2.26 -1.10 -4.73
C 3.34 -1.06 -5.63
C 3.53 0.06 -6.42
C 2.67 1.15 -6.24
C 1.74 1.16 -5.17
C 1.72 0.75 -1.16
C 1.43 0.87 0.19
C 2.44 1.07 1.12
C 3.71 1.39 0.63
C 4.01 1.28 -0.71
C 3.02 0.91 -1.58
C -2.65 -1.21 -3.16
C -2.19 -1.40 -4.50
C -2.93 -2.16 -5.41
C -4.17 -2.76 -5.10
C -4.60 -2.56 -3.79
C -3.87 -1.82 -2.87
C -2.70 -0.99 -0.24
C -3.78 -0.16 0.07
C -4.61 -0.42 1.15
C -4.29 -1.49 2.00
C -3.30 -2.42 1.64
C -2.54 -2.16 0.52
H 1.64 -2.19 -2.29
H -0.92 -2.94 -1.41
H 1.96 -2.08 -4.33
H 4.02 -1.89 -5.72
H 4.31 0.09 -7.19
H 2.72 2.00 -6.92
H 1.09 2.04 -5.05
H 0.29 0.72 0.45
H 2.27 0.95 2.19
H 4.46 1.70 1.32
H 5.01 1.46 -1.08
H 3.26 0.68 -2.59
H -1.29 -0.88 -4.84
H -2.58 -2.33 -6.45
H -4.70 -3.37 -5.83
H -5.54 -3.04 -3.48
H -4.28 -1.72 -1.86
H -3.94 0.76 -0.50
H -5.49 0.21 1.36
H -4.85 -1.63 2.92
H -3.13 -3.33 2.22
H -1.78 -2.90 0.28
Br -1.67 2.28 3.49
*
```

## Properties
- HOMO level (alpha / beta) (eV) = -7.06 / -7.10
- molecular weight (g/mol) = 651.53
- Kohn-Sham gap (alpha / beta) (eV) = 6.87 / 7.00
- E_LUMO (alpha / beta) (Eh) = -0.0067 / -0.0038
- energy relative to the best compared isomer or geometry (same formula, charge and spin) (kJ/mol) = 27.94
- energy (eV) = -153928.41755

=====

no.,strongest force on any atom (eV/A)
1,0.75
2,6.14
3,1.36
4,0.26
5,4.02
6,2.64
7,8.04
8,4.10